Formula: C31H54AlClP
Source: the OMol25 dataset
Level of theory: ωB97M-V/def2-TZVPD

## Properties
* strongest force on any atom: 5.73 eV/A
* charge: -1
* Kohn-Sham gap (spin up / spin down): 0.1138 / 0.1138 hartree
* molecular weight: 520.2 g/mol
* relative energy (zero: lowest compared OMol25 entry of this formula, charge and spin): 849.4 kJ/mol

```
88
Properties=species:S:1:pos:R:3:lowdin_charge:R:1
Al 0.689 -0.293 1.580 -0.220
Cl 1.536 -2.026 2.464 0.131
P 0.827 0.277 -0.589 0.937
C -3.615 -2.404 0.039 -0.042
H -3.620 -1.345 0.276 0.057
H -3.152 -2.713 -0.964 0.070
C 2.542 0.586 -1.262 -0.420
C -0.129 1.881 -0.571 -0.421
C 2.652 0.595 -2.793 -0.227
H 2.764 1.605 -0.893 0.117
C 4.059 1.037 -3.228 -0.205
H 2.457 -0.414 -3.189 0.097
H 1.904 1.265 -3.242 0.090
C 5.170 0.186 -2.593 -0.215
H 4.130 0.989 -4.324 0.103
H 4.200 2.088 -2.933 0.110
C 5.008 0.020 -1.077 -0.204
H 5.179 -0.805 -3.067 0.108
H 6.141 0.648 -2.806 0.099
C 3.580 -0.389 -0.671 -0.223
H 5.724 -0.724 -0.704 0.106
H 5.245 0.975 -0.588 0.110
H 3.375 -1.406 -1.040 0.107
H 3.509 -0.445 0.425 0.074
C -0.068 -0.982 -1.638 -0.425
C -1.615 1.605 -0.269 -0.228
H 0.279 2.399 0.313 0.084
C -2.367 2.930 -0.106 -0.194
H -2.056 1.012 -1.085 0.101
H -1.707 1.012 0.653 0.056
C -2.168 3.863 -1.305 -0.209
H -3.435 2.726 0.038 0.107
H -2.003 3.422 0.809 0.094
C -0.693 4.067 -1.681 -0.200
H -2.707 3.455 -2.172 0.107
H -2.622 4.836 -1.088 0.099
C 0.082 2.752 -1.818 -0.208
H -0.622 4.624 -2.624 0.102
H -0.204 4.674 -0.904 0.111
H -0.254 2.208 -2.714 0.094
H 1.152 2.965 -1.958 0.101
C 0.766 -2.266 -1.767 -0.212
H -0.970 -1.217 -1.039 0.080
C -0.035 -3.375 -2.472 -0.195
H 1.675 -2.044 -2.347 0.091
H 1.106 -2.619 -0.782 0.098
C -0.612 -2.912 -3.816 -0.208
H 0.616 -4.244 -2.620 0.105
H -0.861 -3.691 -1.815 0.107
C -1.360 -1.576 -3.707 -0.200
H 0.192 -2.822 -4.560 0.109
H -1.300 -3.677 -4.192 0.101
C -0.532 -0.485 -3.016 -0.211
H -1.661 -1.229 -4.704 0.104
H -2.276 -1.728 -3.113 0.103
H 0.343 -0.227 -3.632 0.096
H -1.135 0.429 -2.926 0.084
C -0.161 -6.170 1.245 -0.097
C -4.189 -3.151 0.915 -0.209
H 0.125 -6.193 0.167 0.036
C -3.834 -3.303 2.414 -0.181
H -5.098 -3.673 0.643 0.081
C -2.367 -3.640 2.816 -0.217
H -3.942 -2.330 2.858 0.092
H -4.520 -4.010 2.914 0.102
C -1.742 -5.029 2.702 -0.205
H -1.728 -2.858 2.394 0.068
H -2.240 -3.490 3.877 0.092
C -0.398 -5.053 2.012 -0.182
H -1.498 -5.299 3.782 0.124
H -2.461 -5.696 2.160 0.115
H 0.406 -4.408 2.387 0.054
H 0.099 -6.443 2.205 0.024
C 1.321 3.887 4.721 -0.068
C 0.054 3.666 3.880 -0.656
C -1.144 3.497 4.825 -0.073
C -0.171 4.913 3.008 -0.068
C 0.158 2.474 3.061 -0.136
C 0.300 1.372 2.479 -0.182
H 1.236 4.779 5.357 0.074
H 2.198 4.025 4.078 0.082
H 1.495 3.028 5.378 0.083
H -1.304 4.376 5.464 0.074
H -2.059 3.327 4.247 0.082
H -0.975 2.631 5.476 0.084
H 0.692 5.080 2.351 0.081
H -1.067 4.792 2.387 0.065
H -0.306 5.826 3.606 0.077
```